[1]
The following is a DFT calculation (wB97M-V/def2-TZVPD) of C52H51N2O3P2SSn as an isolated structure.

Last column: Löwdin charge in e.
Positions of all 112 atoms, in Å:
Sn: -0.201 0.161 0.465  1.43
C: -2.215 -6.574 -1.173  -0.05
C: -0.827 -6.637 -1.242  -0.06
C: -0.062 -5.577 -0.783  -0.10
C: -0.684 -4.448 -0.240  -0.40
C: -2.075 -4.397 -0.168  -0.09
C: -2.840 -5.458 -0.635  -0.06
P: 0.268 -3.060 0.415  1.04
C: 1.522 -2.734 -0.859  -0.37
C: 2.857 -2.186 -0.526  -0.06
C: 3.582 -1.500 -1.405  -0.02
C: 3.068 -1.060 -2.749  -0.19
C: 1.747 -1.765 -3.123  -0.20
C: 1.115 -2.700 -2.130  -0.05
C: 1.101 -3.558 1.928  -0.31
C: 1.198 -4.807 2.482  -0.03
C: 1.872 -4.981 3.711  -0.03
C: 2.418 -3.912 4.367  0.01
C: 2.341 -2.605 3.825  -0.15
C: 2.899 -1.466 4.470  0.00
C: 2.837 -0.228 3.896  -0.05
C: 2.220 -0.055 2.626  -0.11
C: 1.602 -1.130 2.072  -0.11
C: 1.663 -2.437 2.593  -0.23
H: -2.810 -7.402 -1.536  0.12
H: -0.344 -7.519 -1.644  0.12
H: 1.020 -5.629 -0.835  0.11
H: -2.561 -3.529 0.264  0.10
H: -3.919 -5.418 -0.573  0.11
H: 3.308 -2.487 0.412  0.11
H: 4.620 -1.286 -1.178  0.12
H: 3.860 -1.235 -3.484  0.16
H: 1.000 -0.975 -2.995  0.08
H: 0.165 -3.143 -2.422  0.13
H: 0.752 -5.662 1.988  0.11
H: 1.951 -5.972 4.138  0.12
H: 2.907 -4.053 5.323  0.13
H: 3.405 -1.600 5.418  0.13
H: 3.293 0.628 4.380  0.12
H: 2.278 0.915 2.144  0.10
C: -0.866 4.593 -0.947  -0.21
S: -0.874 2.872 -1.373  0.97
O: 0.093 2.237 -0.350  -0.72
C: -2.487 2.366 -0.854  -0.43
C: -3.003 2.700 0.397  -0.08
C: -4.241 2.200 0.762  -0.05
C: -4.945 1.370 -0.109  -0.04
C: -4.414 1.031 -1.346  -0.04
C: -3.175 1.530 -1.727  -0.08
H: -1.016 4.725 0.123  0.06
H: -1.664 5.072 -1.517  0.08
H: 0.100 4.991 -1.252  0.07
H: -2.452 3.336 1.078  0.11
H: -4.669 2.470 1.719  0.12
H: -5.918 0.993 0.179  0.12
H: -4.969 0.391 -2.020  0.12
H: -2.748 1.279 -2.692  0.09
C: -0.249 0.362 5.702  -0.02
N: -0.896 0.576 4.403  -0.10
C: -1.780 -0.511 3.984  -0.01
C: -0.443 1.436 3.480  -0.45
O: -0.580 1.134 2.239  -0.27
N: 0.107 2.607 3.824  -0.09
C: -0.128 3.252 5.120  -0.01
C: 0.812 3.428 2.841  -0.01
H: 0.056 -0.684 5.761  0.10
H: -0.930 0.573 6.526  0.11
H: 0.640 0.973 5.799  0.08
H: -2.397 -0.795 4.834  0.11
H: -1.206 -1.384 3.661  0.09
H: -2.433 -0.183 3.179  0.09
H: -1.029 2.859 5.582  0.10
H: -0.272 4.316 4.940  0.10
H: 0.714 3.136 5.799  0.10
H: 0.848 2.934 1.878  0.05
H: 1.823 3.637 3.192  0.11
H: 0.293 4.380 2.721  0.10
O: -0.502 0.454 -3.514  -0.34
P: 0.498 0.486 -4.628  0.79
C: -0.025 1.368 -6.086  -0.32
C: 0.742 1.375 -7.258  -0.09
C: 0.246 1.974 -8.403  -0.04
C: -1.022 2.550 -8.390  -0.04
C: -1.797 2.517 -7.240  -0.05
C: -1.302 1.924 -6.086  -0.06
C: 0.628 -1.263 -5.269  -0.10
C: -0.280 -1.769 -6.154  0.00
C: -0.298 -3.154 -6.398  0.08
C: 0.585 -4.060 -5.782  0.00
C: 1.531 -3.571 -4.940  0.06
C: 1.631 -2.140 -4.644  -0.22
C: 2.126 1.007 -4.088  -0.18
C: 2.798 0.491 -2.805  -0.22
C: 4.071 1.219 -2.492  -0.02
C: 4.576 2.225 -3.238  -0.05
C: 3.877 2.693 -4.374  -0.02
C: 2.671 2.081 -4.751  -0.07
H: 1.720 0.905 -7.283  0.12
H: 0.842 1.992 -9.306  0.12
H: -1.407 3.019 -9.287  0.12
H: -2.789 2.949 -7.244  0.12
H: -1.901 1.884 -5.184  0.10
H: -1.005 -1.127 -6.639  0.13
H: -1.036 -3.546 -7.091  0.14
H: 0.514 -5.118 -5.994  0.13
H: 2.271 -4.230 -4.495  0.15
H: 2.596 -1.837 -5.098  0.20
H: 2.108 0.661 -1.961  0.14
H: 4.609 0.891 -1.611  0.11
H: 5.516 2.683 -2.961  0.12
H: 4.260 3.522 -4.952  0.12
H: 2.154 2.500 -5.604  0.10

As for the energy relative to the best compared isomer or geometry (same formula, charge and spin): 69.1 kJ/mol. The LUMO energy (alpha / beta) is -0.3343 / -0.3430 Eh. The total energy is -3641.544187 hartree. Its net charge is +3.

***

[2]
The following is a DFT calculation (wB97M-V/def2-TZVPD) of a 12-piece molecular cluster, C52H52Cl12 overall.

Last column: Löwdin charge in e.
Positions of all 116 atoms, in Å:
Cl: 1.822 1.788 -4.492  0.52
C: 3.068 2.937 -3.839  -1.49
Cl: 2.302 4.037 -2.677  0.54
Cl: 3.895 3.837 -5.105  0.55
H: 3.915 2.475 -3.332  -0.01
Cl: 0.668 2.038 4.642  0.58
C: -0.869 2.455 3.924  -1.49
Cl: -0.931 4.203 3.509  0.50
Cl: -2.291 2.118 4.974  0.55
H: -1.117 1.930 3.002  0.00
Cl: 2.706 4.446 1.629  0.56
C: 4.006 3.874 2.651  -1.51
Cl: 4.316 4.928 4.084  0.51
Cl: 5.513 3.651 1.728  0.58
H: 3.777 2.898 3.077  0.00
Cl: -4.337 0.682 -5.866  0.50
C: -3.474 0.622 -4.265  -1.44
Cl: -4.377 1.538 -3.026  0.51
Cl: -1.753 1.170 -4.318  0.52
H: -3.522 -0.416 -3.937  -0.03
C: 5.892 1.894 -0.992  -0.12
C: 6.621 1.279 -1.994  -0.11
C: 6.114 0.195 -2.641  -0.10
C: 4.839 -0.235 -2.289  -0.07
C: 4.080 0.334 -1.219  -0.08
C: 4.620 1.466 -0.624  -0.12
H: 6.323 2.783 -0.557  0.05
H: 7.579 1.639 -2.337  0.11
H: 6.656 -0.200 -3.487  0.11
H: 4.466 -1.096 -2.823  0.10
H: 3.083 0.027 -0.937  0.08
H: 4.037 2.000 0.112  0.05
C: 4.355 -2.857 0.697  -0.05
C: 4.496 -4.248 0.721  -0.09
C: 3.441 -5.083 1.106  -0.10
C: 2.205 -4.518 1.350  -0.11
C: 2.000 -3.129 1.277  -0.11
C: 3.054 -2.310 0.955  -0.07
H: 5.108 -2.215 0.265  0.09
H: 5.389 -4.736 0.359  0.10
H: 3.582 -6.152 1.060  0.10
H: 1.336 -5.134 1.529  0.10
H: 1.052 -2.756 1.634  0.07
H: 2.835 -1.265 0.797  0.07
C: 1.140 1.105 1.157  -0.11
C: 0.826 1.611 -0.101  -0.11
C: -0.321 1.319 -0.806  -0.08
C: -1.056 0.252 -0.281  -0.07
C: -0.779 -0.293 0.971  -0.10
C: 0.345 0.084 1.643  -0.14
H: 2.060 1.363 1.661  0.08
H: 1.515 2.293 -0.578  0.05
H: -0.477 1.693 -1.807  0.06
H: -1.890 -0.170 -0.823  0.09
H: -1.418 -1.037 1.423  0.09
H: 0.643 -0.376 2.573  0.10
C: -2.097 4.868 -2.075  -0.10
C: -1.053 5.220 -1.261  -0.10
C: -0.819 6.593 -1.082  -0.08
C: -1.614 7.530 -1.767  -0.09
C: -2.639 7.086 -2.608  -0.11
C: -2.936 5.762 -2.760  -0.08
H: -2.232 3.797 -2.127  0.07
H: -0.362 4.458 -0.931  0.07
H: 0.045 6.972 -0.556  0.09
H: -1.425 8.580 -1.598  0.10
H: -3.279 7.905 -2.899  0.10
H: -3.726 5.482 -3.441  0.10
C: -0.805 -2.123 4.639  -0.11
C: 0.040 -3.164 4.216  -0.08
C: 1.250 -3.434 4.935  -0.08
C: 1.594 -2.653 6.004  -0.11
C: 0.855 -1.522 6.280  -0.08
C: -0.397 -1.268 5.621  -0.11
H: -1.739 -1.840 4.176  0.08
H: -0.389 -3.785 3.443  0.09
H: 1.800 -4.308 4.618  0.10
H: 2.497 -2.832 6.569  0.10
H: 1.102 -0.792 7.036  0.10
H: -0.902 -0.345 5.866  0.06
C: 1.537 -2.991 -4.843  -0.09
C: 1.698 -4.051 -3.876  -0.06
C: 1.349 -3.791 -2.544  -0.09
C: 0.696 -2.596 -2.261  -0.11
C: 0.651 -1.553 -3.204  -0.11
C: 1.181 -1.720 -4.473  -0.12
H: 1.806 -3.201 -5.867  0.09
H: 2.160 -4.948 -4.261  0.09
H: 1.497 -4.568 -1.808  0.09
H: 0.268 -2.516 -1.273  0.09
H: 0.139 -0.677 -2.835  0.06
H: 1.180 -0.878 -5.149  0.07
C: -6.221 0.314 5.121  -0.09
C: -5.943 -1.090 5.094  -0.07
C: -5.018 -1.563 4.150  -0.10
C: -4.419 -0.633 3.287  -0.10
C: -4.790 0.737 3.314  -0.14
C: -5.679 1.212 4.243  -0.14
H: -6.880 0.761 5.851  0.10
H: -6.438 -1.742 5.798  0.09
H: -4.890 -2.620 3.967  0.10
H: -3.790 -1.049 2.514  0.08
H: -4.349 1.404 2.588  0.09
H: -6.064 2.220 4.192  0.11
C: -2.799 -2.931 -2.832  -0.12
C: -3.737 -2.463 -1.929  -0.10
C: -5.081 -2.474 -2.195  -0.08
C: -5.482 -2.966 -3.454  -0.09
C: -4.533 -3.379 -4.357  -0.08
C: -3.165 -3.287 -4.038  -0.11
H: -1.740 -2.943 -2.619  0.09
H: -3.412 -2.059 -0.981  0.09
H: -5.798 -2.309 -1.404  0.10
H: -6.551 -3.011 -3.603  0.10
H: -4.811 -3.855 -5.286  0.10
H: -2.410 -3.711 -4.683  0.11

The LUMO energy is 0.0141 Eh. The total energy is -7534.876864 hartree.

***

[3]
The following is a DFT calculation (wB97M-V/def2-TZVPD) of C52H55ClCoN10O3P2 as an isolated structure.

Last column: Löwdin spin population.
Positions of all 124 atoms, in Å:
Co: -0.028 0.247 0.361  1.29
C: 3.010 -1.251 -1.048  0.00
P: 1.587 -1.490 0.138  0.00
C: 0.656 -2.511 -1.108  0.00
N: 1.323 -3.196 -1.990  0.00
C: 0.634 -3.923 -2.914  0.00
C: 1.319 -4.680 -3.881  0.00
C: 0.614 -5.421 -4.793  0.00
C: -0.791 -5.457 -4.760  0.00
C: -1.482 -4.719 -3.835  0.00
C: -0.776 -3.925 -2.914  0.00
N: -1.454 -3.112 -2.053  0.00
C: -0.781 -2.417 -1.186  0.00
P: -1.739 -1.250 -0.122  0.01
C: -2.544 -0.279 -1.473  0.01
C: -3.277 -2.214 0.454  0.00
C: -2.892 -3.542 1.093  0.00
C: -4.264 -2.498 -0.683  0.00
C: -3.935 -1.313 1.507  0.00
C: 2.675 -2.023 1.645  0.00
C: 3.699 -0.868 1.723  0.00
C: 1.878 -2.041 2.951  0.00
C: 3.401 -3.354 1.485  0.00
H: 3.570 -2.184 -1.095  0.00
H: 3.687 -0.448 -0.771  0.00
H: 2.629 -1.060 -2.046  0.00
H: 2.401 -4.667 -3.888  0.00
H: 1.137 -5.992 -5.550  0.00
H: -1.324 -6.063 -5.481  0.00
H: -2.564 -4.716 -3.796  0.00
H: -2.733 -0.923 -2.332  0.00
H: -1.891 0.539 -1.753  0.00
H: -3.475 0.156 -1.117  0.00
H: -2.367 -4.181 0.383  0.00
H: -3.795 -4.063 1.420  0.00
H: -2.261 -3.390 1.965  0.00
H: -3.762 -2.977 -1.518  0.00
H: -4.768 -1.597 -1.030  0.00
H: -5.029 -3.181 -0.308  0.00
H: -3.297 -1.242 2.389  0.00
H: -4.896 -1.735 1.807  0.00
H: -4.102 -0.302 1.124  0.00
H: 3.257 0.068 1.374  0.00
H: 4.587 -1.085 1.131  0.00
H: 4.013 -0.712 2.756  0.00
H: 1.092 -1.298 2.934  0.00
H: 2.544 -1.840 3.795  0.00
H: 1.400 -2.993 3.142  0.00
H: 3.951 -3.426 0.546  0.00
H: 2.700 -4.185 1.547  0.00
H: 4.117 -3.460 2.305  0.00
C: 2.356 3.042 4.536  0.00
N: 1.480 2.099 3.863  0.00
C: 1.492 1.731 2.577  0.00
N: 0.502 0.895 2.346  -0.01
C: -0.103 0.772 3.557  0.00
N: 0.464 1.488 4.496  0.00
C: 2.740 4.176 3.612  0.00
C: 4.066 4.564 3.475  0.00
C: 4.416 5.572 2.588  0.00
C: 3.454 6.171 1.793  0.00
C: 2.124 5.781 1.917  0.00
C: 1.768 4.809 2.843  0.00
C: 1.096 6.275 0.984  0.00
N: 0.209 7.202 1.109  0.00
N: -0.540 7.194 -0.040  0.00
C: -0.065 6.258 -0.796  0.00
O: 0.988 5.636 -0.205  0.00
C: -0.522 5.776 -2.090  0.00
C: -1.705 6.228 -2.667  0.00
C: -2.125 5.674 -3.863  0.00
C: -1.400 4.653 -4.467  0.00
C: -0.218 4.202 -3.895  0.00
C: 0.557 3.034 -4.489  0.00
N: 0.953 2.117 -3.432  0.00
C: 0.261 1.098 -2.901  0.00
N: 0.822 0.722 -1.766  -0.01
C: 1.888 1.556 -1.654  0.00
N: 2.000 2.406 -2.639  0.00
C: 0.228 4.791 -2.721  0.00
H: 3.249 2.520 4.886  0.00
H: 1.811 3.411 5.405  0.00
H: 2.205 2.104 1.863  0.00
H: -0.964 0.150 3.727  0.00
H: 4.832 4.069 4.059  0.00
H: 5.451 5.873 2.502  0.00
H: 3.730 6.937 1.081  0.00
H: 0.725 4.533 2.941  0.00
H: -2.285 6.986 -2.161  0.00
H: -3.045 6.014 -4.318  0.00
H: -1.765 4.201 -5.381  0.00
H: 1.466 3.379 -4.981  0.00
H: -0.060 2.490 -5.203  0.00
H: -0.607 0.666 -3.367  0.00
H: 2.589 1.525 -0.839  0.00
H: 1.152 4.462 -2.272  0.00
Cl: -3.059 2.969 -1.749  0.00
C: -3.092 2.887 -0.005  -0.03
C: -4.317 3.073 0.608  0.00
C: -4.401 3.133 1.990  -0.04
C: -3.231 3.074 2.736  0.00
C: -2.017 2.885 2.110  -0.03
C: -1.892 2.717 0.717  -0.01
C: -0.622 2.419 0.082  -0.17
H: -5.204 3.186 0.000  0.00
H: -5.362 3.237 2.473  0.00
H: -3.258 3.195 3.811  0.00
H: -1.120 2.863 2.714  0.00
H: 0.240 2.878 0.566  -0.01
H: -0.637 2.638 -0.980  -0.01
O: -0.365 -4.291 2.974  0.00
C: -0.084 -4.231 1.776  0.00
O: 0.112 -3.150 1.107  0.00
C: 0.008 -5.543 1.015  0.00
C: -0.846 -6.587 1.354  0.00
C: -0.780 -7.795 0.678  0.00
C: 0.137 -7.971 -0.349  0.00
C: 0.997 -6.937 -0.686  0.00
C: 0.937 -5.733 0.000  0.00
H: -1.556 -6.446 2.159  0.00
H: -1.447 -8.600 0.958  0.00
H: 0.192 -8.913 -0.879  0.00
H: 1.717 -7.068 -1.484  0.00
H: 1.627 -4.940 -0.241  0.00

Its expectation value of S² is 1.141. As for the energy relative to the best compared isomer or geometry (same formula, charge and spin): 213.3 kJ/mol. The LUMO energy (alpha / beta) is -0.0310 / 0.0023 Eh. Its spin multiplicity is 2. The total energy is -5313.459965 hartree.

***

[4]
The following is a DFT calculation (wB97M-V/def2-TZVPD) of a 8-piece molecular cluster, C52H56Cl2F7I2O4P2 overall.

Last column: Löwdin charge in e.
Positions of all 125 atoms, in Å:
C: 2.905 -1.475 2.946  -0.13
O: 1.513 -1.335 3.135  -0.29
C: 1.118 0.033 3.353  -0.31
P: -0.427 0.336 2.208  0.47
C: -1.796 0.343 0.864  -0.32
C: -2.369 -1.074 0.494  -0.37
C: -3.944 -1.121 0.593  -0.60
I: -4.691 -2.403 2.208  0.67
P: -1.838 -0.688 3.675  0.42
O: -0.918 -1.571 4.803  -0.47
I: -2.950 0.999 5.157  0.40
O: -0.928 1.822 2.964  -0.47
C: -0.815 2.857 1.993  -0.26
C: 0.618 2.638 1.326  -0.80
Cl: 0.654 3.390 -0.337  0.68
C: 1.555 3.339 2.362  -0.20
C: 2.997 3.667 1.878  -0.67
C: 3.622 4.651 2.921  -0.15
Cl: 4.077 2.200 1.789  0.66
O: 0.705 1.247 1.180  -0.33
H: 3.073 -2.540 2.664  0.07
H: 3.515 -1.305 3.859  0.09
H: 3.220 -0.857 2.080  0.08
H: 0.929 0.270 4.427  0.09
H: 1.980 0.663 3.043  0.04
H: -0.072 -0.954 1.632  0.04
H: -1.308 0.746 -0.051  0.08
H: -2.648 1.023 1.088  0.07
H: -1.935 -1.902 1.086  0.04
H: -2.142 -1.314 -0.570  0.10
H: -4.399 -1.556 -0.322  0.03
H: -4.387 -0.111 0.695  0.04
H: -0.513 -2.332 4.384  0.02
H: -1.640 2.984 1.262  0.10
H: -0.907 3.783 2.612  0.12
H: 1.580 2.809 3.335  0.13
H: 1.094 4.327 2.581  0.12
H: 3.004 4.181 0.899  0.08
H: 3.125 5.641 2.841  0.08
H: 3.516 4.277 3.959  0.08
H: 4.710 4.798 2.752  0.07
F: 7.076 1.105 -4.720  0.04
C: 6.706 1.371 -3.449  -0.30
C: 7.318 2.409 -2.769  -0.02
C: 6.930 2.683 -1.462  -0.08
C: 5.946 1.913 -0.851  -0.11
C: 5.347 0.872 -1.546  -0.06
C: 5.723 0.602 -2.854  -0.03
H: 8.086 2.993 -3.260  0.11
H: 7.395 3.498 -0.921  0.10
H: 5.641 2.119 0.168  -0.01
H: 4.583 0.271 -1.068  0.11
H: 5.258 -0.201 -3.413  0.10
F: -6.973 0.871 5.800  0.05
C: -6.938 0.190 6.955  -0.29
C: -8.094 -0.413 7.418  -0.03
C: -8.059 -1.122 8.612  -0.10
C: -6.874 -1.211 9.332  -0.11
C: -5.721 -0.596 8.856  -0.08
C: -5.749 0.105 7.658  -0.03
H: -9.010 -0.326 6.847  0.11
H: -8.956 -1.605 8.981  0.10
H: -6.849 -1.761 10.265  0.09
H: -4.799 -0.662 9.419  0.10
H: -4.857 0.583 7.268  0.01
F: -1.915 7.407 -1.934  0.06
C: -1.332 6.755 -2.956  -0.29
C: -1.694 7.071 -4.253  -0.03
C: -1.088 6.401 -5.308  -0.09
C: -0.137 5.418 -5.053  -0.09
C: 0.214 5.109 -3.745  -0.08
C: -0.383 5.785 -2.688  -0.02
H: -2.442 7.834 -4.431  0.11
H: -1.357 6.644 -6.328  0.10
H: 0.330 4.893 -5.877  0.08
H: 0.949 4.342 -3.547  0.09
H: -0.117 5.562 -1.662  0.06
F: -8.510 -3.818 -1.199  0.05
C: -8.909 -3.612 0.070  -0.29
C: -8.312 -2.611 0.814  -0.04
C: -8.727 -2.397 2.121  -0.09
C: -9.727 -3.192 2.671  -0.10
C: -10.315 -4.197 1.913  -0.10
C: -9.909 -4.407 0.602  -0.03
H: -7.529 -2.009 0.372  0.10
H: -8.271 -1.612 2.710  0.10
H: -10.046 -3.026 3.693  0.10
H: -11.091 -4.819 2.343  0.10
H: -10.361 -5.180 -0.007  0.11
F: 2.622 3.793 -5.063  0.06
C: 3.206 3.141 -6.084  -0.27
C: 2.847 3.453 -7.384  -0.02
C: 3.456 2.780 -8.435  -0.09
C: 4.406 1.799 -8.175  -0.10
C: 4.753 1.493 -6.864  -0.08
C: 4.153 2.172 -5.811  -0.01
H: 2.099 4.215 -7.566  0.11
H: 3.189 3.020 -9.456  0.10
H: 4.877 1.272 -8.996  0.10
H: 5.490 0.728 -6.661  0.10
H: 4.415 1.955 -4.783  0.10
F: 5.174 -4.878 1.561  0.06
C: 4.188 -5.637 1.052  -0.29
C: 2.926 -5.577 1.617  -0.01
C: 1.910 -6.358 1.085  -0.07
C: 2.166 -7.198 0.008  -0.10
C: 3.438 -7.252 -0.548  -0.10
C: 4.457 -6.461 -0.029  -0.02
H: 2.746 -4.926 2.462  0.11
H: 0.917 -6.315 1.514  0.11
H: 1.372 -7.813 -0.398  0.10
H: 3.637 -7.910 -1.385  0.10
H: 5.452 -6.482 -0.453  0.11
F: 1.270 -3.833 -2.139  0.07
C: 2.081 -3.563 -3.172  -0.29
C: 2.720 -4.605 -3.819  -0.02
C: 3.556 -4.327 -4.893  -0.09
C: 3.750 -3.012 -5.301  -0.10
C: 3.105 -1.975 -4.638  -0.09
C: 2.261 -2.250 -3.569  -0.01
H: 2.562 -5.622 -3.483  0.11
H: 4.056 -5.135 -5.412  0.10
H: 4.405 -2.797 -6.137  0.10
H: 3.260 -0.950 -4.953  0.09
H: 1.744 -1.456 -3.045  0.12

The LUMO energy is 0.0762 Eh. The total energy is -5213.583534 hartree. Its net charge is -1.